C7H12O3 as an isolated structure at a distorted geometry, computed with wB97M-V/def2-TZVPD.

Summary:
F_max: 4.80 eV Å⁻¹
energy relative to the best compared isomer or geometry (same formula, charge and spin): 85.0 kcal per mole
total charge: 0

```
22
Properties=species:S:1:pos:R:3:forces:R:3:lowdin_charge:R:1
O 0.5140 -3.0801 0.1411 0.0 2.9 -2.4 0.135
O 2.0830 -1.7685 -1.5395 -1.5 1.3 1.2 -0.179
O 1.0446 -0.4865 0.2384 0.9 0.0 -1.4 -0.130
C -0.9853 -1.4016 -0.7566 0.0 1.0 -1.6 -0.161
C 0.0718 1.7513 0.4498 -0.2 0.1 -0.1 -0.180
C 0.3687 1.8893 1.9387 0.1 0.1 0.2 -0.091
C 0.3498 -2.0753 -0.5067 0.8 -2.8 3.8 -0.210
C -0.6542 -0.0185 -1.4039 0.4 0.0 -0.2 -0.051
C -0.1395 0.3264 0.0143 0.7 -0.1 -0.2 -0.493
C -1.2647 -0.5931 0.5475 0.6 -0.3 0.6 -0.030
H 1.9871 -0.6115 -0.6743 -2.3 -1.5 0.3 0.250
H -0.4442 1.4614 2.5435 0.2 0.1 -0.1 0.078
H 1.7411 -1.5547 -2.4145 0.3 0.2 -0.2 0.012
H -1.0702 -1.0950 1.5030 0.0 0.1 -0.3 0.131
H 0.8903 2.1824 -0.1491 -0.2 -0.1 0.1 0.125
H -1.7304 -2.0632 -1.2087 0.3 0.0 0.2 0.152
H -1.5385 0.5584 -1.6974 0.1 -0.2 0.3 0.125
H 0.0843 0.0369 -2.2134 -0.2 -0.2 0.1 0.113
H -0.8421 2.3082 0.1949 0.2 0.0 0.0 0.120
H 1.3055 1.3805 2.2038 -0.3 0.1 -0.1 0.079
H -2.2398 -0.0946 0.5749 0.2 -0.2 -0.3 0.132
H 0.4688 2.9477 2.2141 0.0 -0.3 0.0 0.073
```
Forces are in eV/Å.


One molecule with the formula C4H10NO2P at a distorted geometry, computed with wB97M-V/def2-TZVPD.

Summary:
F_max: 4.94 eV Å⁻¹
energy relative to the best compared isomer or geometry (same formula, charge and spin): 88.0 kcal per mole
total charge: 0
structure (SMILES): CC(C)(C=O)O[PH2]=N

```
18
Properties=species:S:1:pos:R:3:forces:R:3:lowdin_charge:R:1
P 1.7430 1.0280 0.6656 -0.1 -0.1 0.5 0.612
O 0.3522 0.3707 1.0796 -1.0 -0.5 -1.2 -0.331
O -1.0479 0.0724 -2.2686 0.3 0.5 0.4 0.085
N 2.2603 0.3402 -0.6729 2.1 2.6 0.2 -0.244
C -0.5338 0.5090 -1.2768 1.4 1.4 0.9 -0.271
C -0.1072 -1.6659 -0.1452 3.8 2.8 -1.5 -0.023
C -0.5344 -0.2130 0.0576 -1.9 -0.1 0.2 -0.524
C -2.0401 -0.0694 0.6039 0.5 -0.7 -1.2 0.019
H 0.1188 -1.8786 0.8549 0.3 -1.7 1.2 0.070
H 2.3567 0.8453 1.9382 0.4 -0.2 -0.5 0.002
H -2.4076 -1.0949 0.7265 0.0 0.3 0.6 0.081
H -0.7080 -2.2750 -0.7277 -1.7 -1.1 -0.5 0.061
H 0.0581 1.5118 -1.1324 -1.2 -0.9 -1.1 0.123
H 0.9060 -1.5901 -0.7873 -2.0 -0.3 1.8 0.120
H -2.1928 0.5745 1.4717 0.4 -0.3 0.0 0.081
H -2.6829 0.3057 -0.2071 0.3 0.1 0.2 0.078
H 3.1281 0.8218 -1.1452 -2.3 -1.2 1.3 0.044
H 1.3314 2.4078 0.9654 0.8 -0.5 -1.1 0.017
```
Forces are in eV/Å.


C3HFO2Rh as an isolated structure at a distorted geometry, computed with wB97M-V/def2-TZVPD.

Summary:
F_max: 4.73 eV Å⁻¹
spin multiplicity: 5
energy relative to the best compared isomer or geometry (same formula, charge and spin): 20.5 kcal per mole
total charge: +1

```
8
Properties=species:S:1:pos:R:3:forces:R:3:lowdin_charge:R:1
Rh 2.5215 0.0309 0.7690 -0.9 -0.6 -0.1 0.992
F -1.1714 1.8614 0.1505 1.6 -0.7 -0.9 0.185
O -0.0961 -1.4100 -0.3905 0.1 1.3 1.0 -0.065
O 0.2197 0.4499 1.1986 -0.9 0.2 -1.6 -0.147
C -0.4616 -0.1416 -0.8678 -0.3 -2.1 -1.3 0.064
C -0.3448 0.8167 0.0737 -0.7 0.6 4.6 -0.409
C 0.3942 -1.4944 0.8355 0.9 1.4 -1.7 0.214
H -1.0614 -0.1130 -1.7691 0.3 -0.2 0.0 0.166
```
Forces are in eV/Å.


One molecule with the formula C34H29N3O2 at a distorted geometry, computed with wB97M-V/def2-TZVPD.

Summary:
F_max: 1.32 eV Å⁻¹
energy relative to the best compared isomer or geometry (same formula, charge and spin): 5.3 kcal per mole
total charge: 0
structure (SMILES): Cc1ccc([C@@H]2C(/C=N/c3c(C)n(C)n(-c4ccccc4)c3=O)=C(c3ccccc3)Oc3ccccc32)cc1

```
68
Properties=species:S:1:pos:R:3:forces:R:3:lowdin_charge:R:1
O 1.5550 0.9281 -1.8646 0.1 -0.3 0.1 0.062
O -2.8131 -2.1228 2.1980 0.0 0.1 0.2 0.082
N 1.1679 3.2054 -1.7717 -0.5 -0.1 -0.3 0.047
N -1.0510 0.9075 -0.1201 -0.3 -0.6 -0.1 0.130
N 0.2464 4.0417 -1.1434 0.2 0.0 0.5 -0.084
C -2.3055 -3.7372 0.4647 -0.2 0.4 0.2 -0.109
C -2.4658 -5.0357 0.0034 -0.2 -0.1 0.1 -0.019
C -1.5167 -1.3747 0.3261 -0.8 -0.7 0.8 -0.089
C -2.9154 -3.3760 1.6618 0.0 -0.6 -0.4 -0.186
C 1.9956 -3.8056 0.8499 0.0 0.0 0.0 -0.032
C -2.1251 -1.1673 1.5122 0.4 0.1 -0.7 -0.148
C 4.0917 -4.4759 -0.3679 0.0 0.1 0.0 -0.054
C -2.1195 0.1173 2.2419 -0.2 0.0 0.5 -0.167
C -3.3173 0.7592 2.5282 0.1 -0.2 -0.1 -0.023
C 3.1299 3.0475 -3.1587 -0.1 0.0 0.0 -0.006
C -0.8466 -0.3247 -0.3961 0.2 0.8 -0.3 -0.052
C -1.4585 -2.7519 -0.3007 0.1 0.1 0.1 -0.168
C -0.0837 5.2970 -1.7769 -0.2 0.1 -0.3 -0.015
C 2.6530 -4.0569 -0.3474 0.0 0.0 -0.1 -0.281
C -0.9292 1.8502 3.4043 0.1 0.0 0.0 -0.077
C -2.1251 2.5004 3.6682 -0.1 0.1 0.0 -0.100
C 0.8662 1.8637 -1.5031 -0.2 0.1 -0.1 -0.354
C 4.3962 3.4857 -3.4982 0.0 0.0 0.0 -0.076
C 4.9750 4.5517 -2.8294 0.1 0.0 0.0 -0.096
C -3.6689 -4.2995 2.3797 0.1 0.2 0.0 0.004
C -3.3179 1.9506 3.2334 -0.1 0.1 0.0 -0.091
C 2.4397 3.6723 -2.1241 0.5 0.2 0.0 -0.197
C 0.6330 -3.4761 -1.5260 -0.1 0.0 0.1 -0.029
C -1.9035 3.7928 0.1021 0.1 0.0 -0.1 0.004
C -0.7036 3.2411 -0.5704 0.4 -0.5 0.0 -0.190
C 4.2894 5.1681 -1.7961 0.1 0.0 0.0 -0.086
C -3.8149 -5.5876 1.9042 0.0 0.1 0.1 -0.084
C -3.2137 -5.9581 0.7123 0.1 -0.1 -0.2 -0.084
C -0.9240 0.6625 2.7005 -0.1 -0.1 0.1 -0.031
C 0.6770 -3.3924 0.8610 0.0 0.0 -0.1 -0.008
C 1.9522 -3.8878 -1.5345 0.1 0.0 0.1 -0.039
C -0.3633 1.9197 -0.7195 0.2 0.8 -0.4 -0.143
C -0.0185 -3.2219 -0.3282 0.0 0.0 -0.2 -0.205
C 3.0303 4.7285 -1.4332 -0.1 -0.1 0.0 -0.034
H 0.0055 0.1537 2.4936 0.1 0.0 -0.1 0.124
H -4.1258 -3.9846 3.3049 -0.1 0.0 0.1 0.119
H -4.2529 2.4494 3.4447 -0.1 0.0 0.0 0.102
H -2.1260 3.4306 4.2179 0.0 0.1 0.1 0.099
H -3.3252 -6.9643 0.3378 0.0 -0.1 0.0 0.100
H -1.9876 -5.3205 -0.9226 0.1 0.0 -0.1 0.121
H -1.8224 -2.6930 -1.3356 0.1 0.0 0.1 0.155
H -0.8189 5.1647 -2.5780 0.0 0.0 0.0 0.100
H 4.7414 5.9890 -1.2588 0.0 0.1 0.0 0.102
H -4.2470 0.3281 2.1874 -0.1 -0.1 0.0 0.120
H -2.5887 4.2381 -0.6197 -0.1 0.0 0.0 0.089
H -1.6242 4.5555 0.8273 0.0 0.1 0.1 0.090
H -2.4048 2.9764 0.6143 -0.1 0.0 0.0 0.068
H 4.9323 2.9941 -4.2960 0.0 0.0 -0.1 0.104
H 2.6769 2.2134 -3.6677 -0.1 0.0 0.0 0.113
H 4.3949 -4.8783 0.5958 0.1 0.0 0.0 0.073
H 0.0021 2.2708 3.7548 0.1 0.0 0.0 0.103
H -0.1776 -0.6511 -1.1951 0.1 0.1 0.0 0.129
H 4.2648 -5.2277 -1.1354 0.1 -0.1 0.0 0.077
H 2.4474 -4.0764 -2.4765 0.1 0.0 -0.1 0.112
H 0.8181 5.7362 -2.1985 -0.1 0.0 0.1 0.082
H 2.5233 -3.9316 1.7849 0.1 0.0 0.1 0.110
H -0.4919 5.9719 -1.0266 0.0 0.0 0.0 0.094
H 0.1070 -3.3464 -2.4619 -0.1 0.0 -0.1 0.115
H -4.3979 -6.3025 2.4651 -0.1 0.0 0.1 0.103
H 5.9605 4.8955 -3.1050 0.1 0.0 0.0 0.099
H 0.1817 -3.1984 1.8024 -0.1 0.0 0.1 0.125
H 2.5129 5.1850 -0.6020 -0.1 0.0 0.0 0.113
H 4.7239 -3.6164 -0.5929 0.1 0.0 0.0 0.084
```
Forces are in eV/Å.